*one*
Computed, not measured: a 2-piece molecular cluster, C3H4BrNO overall, with ωB97M-V/def2-TZVPD.

The geometry in XYZ format:
```
10
Properties=species:S:1:pos:R:3
C 0.3034 1.7831 0.6330
C -0.2027 1.2198 1.6621
C 0.2538 -0.9431 -1.5225
N -0.8730 -1.3323 -1.0748
O 0.9063 2.2042 -0.2942
Br -0.9601 -3.0707 -0.3543
H 0.1488 0.2647 1.9809
H -1.1508 1.2964 2.2234
H 0.3345 0.1127 -1.7912
H 1.2398 -1.5348 -1.4625
```

LUMO level, eV: 0.5
Orbital gap, eV: 10.116
SMILES string: C=C=O.C=NBr

***

*two*
Computed, not measured: the molecule C3H4BrNO, with ωB97M-V/def2-TZVPD.

The geometry in XYZ format:
```
10
Properties=species:S:1:pos:R:3
C 0.2849 1.5848 -0.3313
C -0.9403 -0.4070 0.0069
C 0.5659 -0.8864 0.2278
N -0.8117 0.9917 -0.4628
O 1.2906 0.1754 0.6662
Br 1.1085 3.0524 -0.6750
H -1.4445 -1.0398 -0.7164
H -1.4592 -0.2897 0.9663
H 0.2970 -1.7753 1.0231
H 1.1090 -1.4060 -0.7048
```

LUMO level, eV: 0.3
Orbital gap, eV: 9.535

***

*three*
Computed, not measured: a 2-piece molecular cluster, C3H4BrNO overall, with ωB97M-V/def2-TZVPD.

The geometry in XYZ format:
```
10
Properties=species:S:1:pos:R:3
C -1.3990 1.4764 -0.1608
C -1.2717 -0.7268 -1.1716
C 1.8488 -0.1272 1.1643
N -1.4339 0.3385 -0.5193
O 1.5534 0.7200 1.9338
Br 1.8774 0.0203 -0.7022
H -1.3567 1.8083 0.8023
H -0.2047 -0.8800 -1.5611
H -2.0014 -1.5778 -1.2074
H 2.3876 -1.0518 1.4220
```

LUMO level, eV: 0.3
Orbital gap, eV: 8.165

***

Which of them is the least stable? Correct choice: *three*.

***

*one*
Computed, not measured: the molecule C3H5ClOS, with ωB97M-V/def2-TZVPD.

The geometry in XYZ format:
```
11
Properties=species:S:1:pos:R:3
C 0.0807 -1.1584 0.4168
C -0.9053 -0.0421 0.0425
C -0.2461 1.3265 -0.5670
H 1.9332 -0.0849 0.9843
H -0.6708 -1.8944 0.9009
H 0.4902 -1.4495 -0.7789
H 0.1645 1.5643 0.3268
H -0.7528 2.1068 -1.2085
O 1.2332 -0.8331 1.4625
S -2.4781 -0.4784 0.0635
Cl 1.1513 0.9432 -1.6429
```

LUMO level, eV: -0.8
Orbital gap, eV: 8.337
SMILES string: OCC(=S)CCl

***

*two*
Computed, not measured: the molecule C3H5ClOS, with ωB97M-V/def2-TZVPD.

The geometry in XYZ format:
```
11
Properties=species:S:1:pos:R:3
C 0.1748 1.4571 -0.4147
C 0.7897 0.0898 0.1277
C -0.3660 -0.7266 0.7723
H -1.5115 1.3868 0.2129
H 1.0038 2.1658 -0.4776
H -0.2264 1.1717 -1.4159
H -0.5595 -0.0832 1.6146
H -0.0839 -1.7390 1.0838
O -0.8036 1.9362 0.3794
S 2.2357 -0.5252 -0.1144
Cl -1.8562 -0.8771 -0.3020
```

LUMO level, eV: -0.6
Orbital gap, eV: 8.364
SMILES string: OCC(=S)CCl

***

*three*
Computed, not measured: the molecule C3H5ClOS, with ωB97M-V/def2-TZVPD.

The geometry in XYZ format:
```
11
Properties=species:S:1:pos:R:3
C 0.8885 0.5337 0.0715
C 1.9160 -0.1007 0.8479
C -2.0241 -0.2711 -0.7937
O 0.5910 1.5518 -0.3964
S -0.6049 -1.1370 -0.1156
Cl -3.2336 0.2562 0.3937
H 2.7597 -0.3393 0.0430
H 1.5579 -0.9842 1.4553
H 2.4424 0.7948 1.4024
H -1.9419 0.6423 -1.3877
H -2.3510 -0.9465 -1.5205
```

LUMO level, eV: 0.5
Orbital gap, eV: 9.445
SMILES string: CC(=O)SCCl

***

Which of them is the least stable? Correct choice: *one*.

***

*one*
Computed, not measured: an isolated ion of composition C4H10N and charge +2, with ωB97M-V/def2-TZVPD.

The geometry in XYZ format:
```
15
Properties=species:S:1:pos:R:3
C 0.4236 -1.1091 0.4424
N 1.2124 0.0716 0.1127
C 0.4172 0.9878 -0.7030
C -1.0233 0.8144 -0.1388
C -1.0757 -0.6669 0.1663
H 0.3478 -1.5057 1.4893
H 0.7173 -1.9972 -0.0811
H 1.6047 0.6059 0.8951
H 2.0948 -0.0558 -0.3447
H 0.6841 2.0900 -0.4689
H 0.2846 0.6858 -1.7792
H -1.6849 0.9576 -0.9493
H -0.9602 1.4434 0.7509
H -1.4753 -0.9252 1.1969
H -1.5672 -1.3967 -0.5886
```

LUMO level (spin up / spin down), eV: -8.2 / -16.3
Net charge: +2
Orbital gap (spin up / spin down), eV: 14.827 / 6.330
2S+1: 2

***

*two*
Computed, not measured: a 2-piece molecular cluster, C4H10N overall, with ωB97M-V/def2-TZVPD.

The geometry in XYZ format:
```
15
Properties=species:S:1:pos:R:3
C 0.5225 -0.6963 1.5559
C -0.5523 0.2931 0.9663
C -0.2217 0.7602 -0.3885
C -0.0414 2.0178 -0.8597
N 0.1161 -1.5479 -1.6438
H 1.4055 -0.1744 1.9215
H 0.8303 -1.3994 0.7801
H 0.1025 -1.2438 2.3940
H -0.6705 1.1471 1.6494
H -1.5194 -0.2457 0.9490
H 0.4535 2.2462 -1.8148
H -0.3339 2.9650 -0.3845
H 0.0957 -0.2422 -1.0869
H 0.4533 -1.6697 -2.6208
H -0.6402 -2.2100 -1.4173
```

LUMO level (spin up / spin down), eV: -14.8 / -14.4
Net charge: +2
Orbital gap (spin up / spin down), eV: 6.887 / 7.126
2S+1: 2

***

Which of them is the least stable? Correct choice: *two*.

***

*one*
Computed, not measured: the molecule H4OP2S, with ωB97M-V/def2-TZVPD.

The geometry in XYZ format:
```
8
Properties=species:S:1:pos:R:3
O 0.0493 0.2285 -0.0809
P 1.1163 1.4575 -0.2784
P -1.4879 0.0008 -0.6700
S -2.7741 0.3160 0.6799
H 1.0413 1.5939 1.1082
H 0.4019 2.6819 -0.4843
H -1.4859 0.9426 -1.8033
H -1.4920 -1.2968 -1.0631
```

LUMO level, eV: 0.4
Orbital gap, eV: 9.696
SMILES string: PO[PH2]=S

***

*two*
Computed, not measured: the molecule H4OP2S, with ωB97M-V/def2-TZVPD.

The geometry in XYZ format:
```
8
Properties=species:S:1:pos:R:3
O 0.2342 1.7491 -0.2323
P -1.1342 -0.8991 -0.4267
P 0.7101 0.0702 0.0918
S 2.3879 -0.4107 -0.7401
H 0.1773 1.6776 -1.1985
H -2.0212 -0.1761 0.4280
H -1.0746 -1.8584 0.5364
H 0.7206 -0.1525 1.5414
```

LUMO level, eV: 0.5
Orbital gap, eV: 9.789
SMILES string: O[P@@H](P)=S

***

Which of them is the least stable? Correct choice: *one*.

***

*one*
Computed, not measured: the molecule CH6N4, with ωB97M-V/def2-TZVPD.

The geometry in XYZ format:
```
11
Properties=species:S:1:pos:R:3
C 0.0018 -0.2056 -0.6750
H 1.0849 1.0741 1.8706
H -0.6648 0.9407 1.3572
H 0.6628 1.5420 -0.8457
H 0.1236 -1.2875 1.1226
H -0.7459 -2.0888 -0.0241
H -0.8673 -0.8806 -2.2525
N 0.3212 1.4035 1.0624
N 0.9627 0.8258 -0.0815
N -0.5453 -1.1949 0.3366
N -0.3335 -0.1286 -1.8706
```

LUMO level, eV: 0.8
Orbital gap, eV: 10.374
SMILES string: [H]/N=C(\N)NN

***

*two*
Computed, not measured: a 2-piece molecular cluster, CH6N4 overall, with ωB97M-V/def2-TZVPD.

The geometry in XYZ format:
```
11
Properties=species:S:1:pos:R:3
C 0.1646 -0.1493 0.4424
H -0.6993 -0.5170 -2.1995
H -1.6698 -0.8717 -0.8872
H -1.1347 1.5249 0.0155
H 0.4163 1.9190 1.2625
H 1.8000 0.4899 1.7434
H -0.0329 -1.9280 -0.0139
N -1.2575 -0.0230 -1.3862
N -0.3352 0.5450 -0.6045
N 1.0720 0.8740 1.1218
N 0.5683 -1.3562 0.5010
```

LUMO level, eV: 0.3
Orbital gap, eV: 9.457

***

*three*
Computed, not measured: the molecule CH6N4, with ωB97M-V/def2-TZVPD.

The geometry in XYZ format:
```
11
Properties=species:S:1:pos:R:3
C -1.4180 -0.2334 -0.0281
N 2.2116 -0.2997 0.1305
N 1.0080 -0.7201 0.2112
N 0.5626 1.3925 -0.1785
N 0.0498 0.1539 0.0570
H -1.8554 0.3934 -0.7934
H -1.5767 -1.2771 -0.3516
H -1.7782 -0.3023 1.0873
H 2.2782 0.7646 0.1315
H 0.8246 -1.7472 0.1043
H -0.3066 1.8755 -0.3701
```

LUMO level (spin up / spin down), eV: 0.5 / 0.5
Orbital gap (spin up / spin down), eV: 7.565 / 7.629

***

*four*
Computed, not measured: a 3-piece molecular cluster, CH6N4 overall, with ωB97M-V/def2-TZVPD.

The geometry in XYZ format:
```
11
Properties=species:S:1:pos:R:3
N 1.2068 0.0454 -0.5706
N 1.9937 0.4739 0.4422
N -1.4600 0.6678 -0.4400
C -0.9357 -0.4726 -0.0036
N -0.4941 -1.4760 0.4221
H 1.5360 -0.8807 -0.8373
H 2.2855 -0.1949 1.1493
H 1.6823 1.3502 0.8360
H -0.9189 1.1400 -1.1507
H -2.4720 0.6713 -0.5006
H -2.4236 -1.3244 0.6533
```

LUMO level (spin up / spin down), eV: 0.1 / 0.8
Orbital gap (spin up / spin down), eV: 7.929 / 8.856

***

Which of them is the least stable? Correct choice: *four*.

***

*one*
Computed, not measured: a 2-piece molecular cluster, C5H7NO3S overall, with ωB97M-V/def2-TZVPD.

The geometry in XYZ format:
```
17
Properties=species:S:1:pos:R:3
C 0.3808 1.2814 2.8326
C 0.3301 0.0672 3.3695
C 1.7692 0.3143 1.3791
C -0.4459 -0.2994 -1.3734
C 0.8816 -0.7425 -2.0018
N 1.2032 1.3957 1.5944
O 2.5331 -1.2627 3.4308
O 2.5655 -0.0035 -0.5867
O 1.9324 -1.0603 -1.0616
S 1.4171 -1.1263 2.5047
H -0.0861 2.2067 3.0655
H -0.3857 -0.0214 4.2426
H -0.9350 -1.1856 -0.9982
H -0.3053 0.1917 -0.5201
H -1.1066 0.1569 -2.1235
H 1.3766 -0.0722 -2.7711
H 0.7001 -1.6831 -2.4836
```

LUMO level (spin up / spin down), eV: -0.9 / -1.1
Orbital gap (spin up / spin down), eV: 7.858 / 8.502

***

*two*
Computed, not measured: the molecule C5H7NO3S, with ωB97M-V/def2-TZVPD.

The geometry in XYZ format:
```
17
Properties=species:S:1:pos:R:3
C -0.9304 0.0685 -2.3167
C -0.9376 2.1451 -0.6827
C 0.1780 -0.8402 0.1349
C -1.3099 -0.7624 0.2191
C 0.1578 1.1880 -1.2641
N 0.7602 0.5319 -0.1410
O -0.7362 2.2606 0.5876
O -0.9724 0.2669 -3.4925
O -1.8397 2.6282 -1.2939
S -1.9801 -1.0324 -1.4187
H 0.7740 -0.9477 1.1036
H 0.4271 -1.7366 -0.4436
H -1.6913 -1.6522 0.9335
H -1.5659 0.1033 0.6313
H 0.7137 1.5910 -2.0422
H -0.0376 1.7518 0.8680
H 1.7305 0.6848 -0.2698
```

LUMO level, eV: 0.4
Orbital gap, eV: 9.603
SMILES string: O=C(O)[C@H]1NCCSC1=O

***

Which of them is the least stable? Correct choice: *one*.